Density functional theory data (ωB97M-V/def2-TZVPD) for 13 unconnected molecules or ions with the total composition C54H111NO12 at a distorted geometry.

Last columns: bonded neighbours and bond lengths (Å).
CARTESIAN COORDINATES (ANGSTROEM)
1 C 1.41 3.24 -10.91  C2 1.548, C5 1.509, H6 1.090, H7 1.090
2 C 1.04 4.46 -10.03  C1 1.548, C3 1.491, H8 1.090, H9 1.090
3 C 2.25 5.33 -10.06  C2 1.491, O4 1.421, H10 1.090, H11 1.090
4 O 2.95 5.02 -11.26  C3 1.421, C5 1.397
5 C 2.62 3.73 -11.67  C1 1.509, O4 1.397, H12 1.090, H13 1.090
6 H 0.52 2.94 -11.45  C1 1.090
7 H 1.71 2.39 -10.29  C1 1.090
8 H 0.87 4.10 -9.01  C2 1.090
9 H 0.14 5.01 -10.30  C2 1.090
10 H 2.91 5.16 -9.21  C3 1.090
11 H 2.11 6.40 -10.15  C3 1.090
12 H 3.46 3.11 -11.33  C5 1.090
13 H 2.53 3.57 -12.74  C5 1.090
14 C -1.32 -5.73 4.83  C15 1.510, C18 1.517, H19 1.090, H20 1.090
15 C -0.92 -5.72 6.29  C14 1.510, C16 1.535, H21 1.090, H22 1.090
16 C 0.08 -4.56 6.44  C15 1.535, O17 1.408, H23 1.090, H24 1.090
17 O 0.33 -4.18 5.11  C16 1.408, C18 1.378
18 C -0.08 -5.14 4.20  C14 1.517, O17 1.378, H25 1.090, H26 1.090
19 H -2.18 -5.08 4.67  C14 1.090
20 H -1.68 -6.66 4.40  C14 1.090
21 H -0.41 -6.67 6.42  C15 1.090
22 H -1.69 -5.70 7.05  C15 1.090
23 H 0.99 -5.04 6.81  C16 1.090
24 H -0.29 -3.74 7.06  C16 1.090
25 H 0.72 -5.86 3.99  C18 1.090
26 H -0.26 -4.49 3.34  C18 1.090
27 C 0.76 -6.51 -1.57  C28 1.484, C31 1.551, H32 1.090, H33 1.090
28 C 0.90 -7.88 -0.99  C27 1.484, C29 1.481, H34 1.090, H35 1.090
29 C 2.31 -7.97 -0.58  C28 1.481, O30 1.412, H36 1.090, H37 1.090
30 O 2.98 -6.87 -1.16  C29 1.412, C31 1.432
31 C 2.16 -6.32 -2.19  C27 1.551, O30 1.432, H38 1.090, H39 1.090
32 H 0.65 -5.61 -0.96  C27 1.090
33 H -0.02 -6.55 -2.32  C27 1.090
34 H 0.64 -8.64 -1.73  C28 1.090
35 H 0.20 -7.98 -0.17  C28 1.090
36 H 2.89 -8.83 -0.94  C29 1.090
37 H 2.40 -7.86 0.50  C29 1.090
38 H 2.27 -6.92 -3.09  C31 1.090
39 H 2.41 -5.27 -2.37  C31 1.090
40 C 6.40 -3.67 -6.11  C41 1.505, C44 1.508, H45 1.090, H46 1.090
41 C 7.10 -3.67 -4.78  C40 1.505, C42 1.483, H47 1.090, H48 1.090
42 C 7.13 -2.26 -4.33  C41 1.483, O43 1.457, H49 1.090, H50 1.090
43 O 6.86 -1.49 -5.53  C42 1.457, C44 1.428
44 C 6.98 -2.38 -6.64  C40 1.508, O43 1.428, H51 1.090, H52 1.090
45 H 5.35 -3.49 -5.88  C40 1.090
46 H 6.47 -4.60 -6.67  C40 1.090
47 H 8.05 -4.20 -4.72  C41 1.090
48 H 6.43 -4.18 -4.08  C41 1.090
49 H 8.13 -2.06 -3.94  C42 1.090
50 H 6.37 -2.05 -3.57  C42 1.090
51 H 8.01 -2.50 -6.97  C44 1.090
52 H 6.45 -2.16 -7.56  C44 1.090
53 C -5.33 -1.91 7.42  C54 1.503, C57 1.536, H58 1.090, H59 1.090
54 C -5.42 -0.50 6.91  C53 1.503, C55 1.511, H60 1.090, H61 1.090
55 C -5.75 -0.69 5.45  C54 1.511, O56 1.459, H62 1.090, H63 1.090
56 O -6.64 -1.84 5.51  C55 1.459, C57 1.453
57 C -6.64 -2.45 6.83  C53 1.536, O56 1.453, H64 1.090, H65 1.090
58 H -5.27 -2.03 8.50  C53 1.090
59 H -4.40 -2.31 7.01  C53 1.090
60 H -4.50 0.08 6.95  C54 1.090
61 H -6.24 0.10 7.30  C54 1.090
62 H -4.84 -1.03 4.95  C55 1.090
63 H -6.30 0.21 5.18  C55 1.090
64 H -6.54 -3.53 6.69  C57 1.090
65 H -7.52 -2.10 7.38  C57 1.090
66 C -7.21 5.38 0.64  C67 1.554, C70 1.527, H71 1.090, H72 1.090
67 C -8.40 6.36 0.40  C66 1.554, C68 1.557, H73 1.090, H74 1.090
68 C -8.60 7.07 1.77  C67 1.557, O69 1.477, H75 1.090, H76 1.090
69 O -7.22 7.21 2.27  C68 1.477, C70 1.471
70 C -6.38 6.18 1.63  C66 1.527, O69 1.471, H77 1.090, H78 1.090
71 H -6.54 5.26 -0.21  C66 1.090
72 H -7.53 4.39 0.95  C66 1.090
73 H -9.29 5.90 -0.03  C67 1.090
74 H -8.24 7.15 -0.33  C67 1.090
75 H -9.12 6.46 2.52  C68 1.090
76 H -9.11 8.03 1.78  C68 1.090
77 H -5.86 5.52 2.33  C70 1.090
78 H -5.59 6.60 1.01  C70 1.090
79 C -8.31 0.48 -4.51  C80 1.537, C83 1.526, H84 1.090, H85 1.090
80 C -9.69 0.72 -3.89  C79 1.537, C81 1.577, H86 1.090, H87 1.090
81 C -9.29 0.59 -2.37  C80 1.577, O82 1.411, H88 1.090, H89 1.090
82 O -7.89 0.68 -2.28  C81 1.411, C83 1.390
83 C -7.34 1.08 -3.50  C79 1.526, O82 1.390, H90 1.090, H91 1.090
84 H -8.20 0.98 -5.47  C79 1.090
85 H -8.19 -0.55 -4.84  C79 1.090
86 H -10.43 -0.02 -4.20  C80 1.090
87 H -10.06 1.71 -4.17  C80 1.090
88 H -9.65 -0.38 -2.04  C81 1.090
89 H -9.79 1.31 -1.72  C81 1.090
90 H -6.27 0.92 -3.61  C83 1.090
91 H -7.27 2.17 -3.41  C83 1.090
92 C 2.63 0.87 6.20  C93 1.501, C96 1.508, H97 1.090, H98 1.090
93 C 2.61 2.37 6.13  C92 1.501, C94 1.509, H99 1.090, H100 1.090
94 C 2.90 2.70 7.57  C93 1.509, O95 1.408, H101 1.090, H102 1.090
95 O 2.15 1.77 8.33  C94 1.408, C96 1.415
96 C 1.92 0.64 7.51  C92 1.508, O95 1.415, H103 1.090, H104 1.090
97 H 3.63 0.44 6.23  C92 1.090
98 H 2.12 0.35 5.39  C92 1.090
99 H 1.65 2.73 5.77  C93 1.090
100 H 3.35 2.83 5.47  C93 1.090
101 H 2.69 3.75 7.73  C94 1.090
102 H 3.98 2.68 7.73  C94 1.090
103 H 0.87 0.39 7.33  C96 1.090
104 H 2.41 -0.15 8.08  C96 1.090
105 C 1.38 9.65 -4.18  C106 1.493, C109 1.521, H110 1.090, H111 1.090
106 C 1.73 8.21 -3.96  C105 1.493, C107 1.488, H112 1.090, H113 1.090
107 C 0.97 7.40 -4.95  C106 1.488, O108 1.384, H114 1.090, H115 1.090
108 O 1.01 8.28 -6.03  C107 1.384, C109 1.418
109 C 1.14 9.65 -5.69  C105 1.521, O108 1.418, H116 1.090, H117 1.090
110 H 2.09 10.39 -3.83  C105 1.090
111 H 0.47 9.93 -3.65  C105 1.090
112 H 1.65 7.91 -2.92  C106 1.090
113 H 2.77 7.99 -4.21  C106 1.090
114 H -0.04 7.24 -4.59  C107 1.090
115 H 1.40 6.44 -5.25  C107 1.090
116 H 0.28 10.23 -6.01  C109 1.090
117 H 2.03 9.89 -6.26  C109 1.090
118 C -5.37 -6.65 0.20  C119 1.521, C122 1.504, H123 1.090, H124 1.090
119 C -4.75 -5.27 0.00  C118 1.521, C120 1.528, H125 1.090, H126 1.090
120 C -5.89 -4.26 0.11  C119 1.528, O121 1.452, H127 1.090, H128 1.090
121 O -6.91 -5.06 -0.56  C120 1.452, C122 1.472
122 C -6.73 -6.52 -0.43  C118 1.504, O121 1.472, H129 1.090, H130 1.090
123 H -5.45 -6.84 1.27  C118 1.090
124 H -4.81 -7.49 -0.21  C118 1.090
125 H -4.34 -5.30 -1.01  C119 1.090
126 H -4.03 -4.94 0.75  C119 1.090
127 H -5.69 -3.28 -0.32  C120 1.090
128 H -6.13 -4.04 1.15  C120 1.090
129 H -6.74 -6.90 -1.46  C122 1.090
130 H -7.47 -7.02 0.19  C122 1.090
131 C 7.45 3.50 0.63  C132 1.511, C135 1.541, H136 1.090, H137 1.090
132 C 6.10 3.16 1.21  C131 1.511, C133 1.487, H138 1.090, H139 1.090
133 C 5.45 4.50 1.27  C132 1.487, O134 1.419, H140 1.090, H141 1.090
134 O 6.49 5.46 1.22  C133 1.419, C135 1.377
135 C 7.73 4.87 1.29  C131 1.541, O134 1.377, H142 1.090, H143 1.090
136 H 7.48 3.52 -0.46  C131 1.090
137 H 8.29 2.89 0.94  C131 1.090
138 H 6.24 2.81 2.23  C132 1.090
139 H 5.48 2.53 0.58  C132 1.090
140 H 4.89 4.70 2.19  C133 1.090
141 H 4.88 4.52 0.34  C133 1.090
142 H 8.20 4.85 2.27  C135 1.090
143 H 8.48 5.37 0.67  C135 1.090
144 C 6.75 -2.91 6.89  C145 1.529, C148 1.521, H149 1.090, H150 1.090
145 C 7.57 -4.00 7.59  C144 1.529, C146 1.585, H151 1.090, H152 1.090
146 C 7.89 -4.99 6.39  C145 1.585, O147 1.445, H153 1.090, H154 1.090
147 O 6.81 -4.85 5.44  C146 1.445, C148 1.432
148 C 5.98 -3.79 5.93  C144 1.521, O147 1.432, H155 1.090, H156 1.090
149 H 7.50 -2.24 6.45  C144 1.090
150 H 6.21 -2.32 7.63  C144 1.090
151 H 7.03 -4.68 8.25  C145 1.090
152 H 8.48 -3.76 8.13  C145 1.090
153 H 7.97 -6.04 6.69  C146 1.090
154 H 8.75 -4.59 5.86  C146 1.090
155 H 5.14 -4.17 6.51  C148 1.090
156 H 5.51 -3.32 5.06  C148 1.090
157 C -0.16 0.91 -3.46  C158 1.576, H164 1.090, H165 1.090, H166 1.090
158 C 0.28 1.74 -2.19  C157 1.576, N159 1.485, H167 1.090, H168 1.090
159 N 0.46 0.88 -0.99  C158 1.485, C160 1.437, C162 1.514
160 C 1.49 -0.07 -1.29  N159 1.437, C161 1.554, H169 1.090, H170 1.090
161 C 2.18 -0.83 -0.12  C160 1.554, H171 1.090, H172 1.090, H173 1.090
162 C -0.72 0.15 -0.39  N159 1.514, C163 1.563, H174 1.090, H175 1.090
163 C -1.71 1.26 0.09  C162 1.563, H176 1.090, H177 1.090, H178 1.090
164 H 0.46 0.07 -3.78  C157 1.090
165 H -0.20 1.49 -4.38  C157 1.090
166 H -1.21 0.67 -3.30  C157 1.090
167 H 1.21 2.27 -2.40  C158 1.090
168 H -0.47 2.48 -1.92  C158 1.090
169 H 1.03 -0.78 -1.98  C160 1.090
170 H 2.26 0.46 -1.84  C160 1.090
171 H 2.52 -0.32 0.78  C161 1.090
172 H 1.46 -1.48 0.39  C161 1.090
173 H 3.01 -1.46 -0.47  C161 1.090
174 H -0.37 -0.52 0.39  C162 1.090
175 H -1.21 -0.50 -1.11  C162 1.090
176 H -2.49 0.74 0.64  C163 1.090
177 H -2.12 1.65 -0.84  C163 1.090
178 H -1.20 2.01 0.70  C163 1.090

Multiplicity: 1
Total energy: -3081.290778 hartree
Energy relative to the best compared isomer or geometry (same formula, charge and spin): 5.118 eV
HOMO level: -8.33 eV